1.
C17H8IN2O7ReSbSe4 | the ωB97M-V functional and the def2-TZVPD basis

```
41
Properties=species:S:1:pos:R:3:forces:R:3:lowdin_charge:R:1
Re 0.417 0.256 0.728 -0.84 -0.61 -2.64 0.735
I 2.805 1.293 0.188 -0.02 0.50 -0.30 1.232
C 1.947 2.999 -0.765 -0.16 -1.01 0.39 -0.542
C 2.695 4.065 -1.131 2.08 1.10 0.25 -0.135
C 2.056 5.253 -1.545 1.68 0.38 -0.06 -0.064
C 0.725 5.160 -1.771 -0.22 3.26 -2.10 -0.060
C -0.054 4.064 -1.511 -1.31 -0.89 1.30 -0.144
C -1.488 4.180 -1.635 1.84 -0.85 -0.16 0.001
C -2.289 3.215 -1.197 1.62 -1.71 1.77 -0.052
C -1.636 2.211 -0.447 -0.67 -2.69 0.63 -0.142
C -0.300 1.938 -0.294 0.23 0.57 -0.10 -0.303
C 0.542 2.944 -0.856 0.35 0.62 -0.39 -0.248
H 3.820 4.119 -1.090 -1.35 -0.49 0.26 0.131
H 2.696 6.199 -1.674 -1.34 -1.62 -0.09 0.148
H 0.259 6.020 -2.317 0.17 -0.71 0.89 0.143
H -1.917 5.000 -2.070 -0.61 2.19 -1.31 0.096
H -3.325 3.108 -1.265 -1.50 0.53 -0.34 0.098
H -2.201 1.403 0.027 -0.63 0.31 -0.30 0.065
O -2.672 -2.516 0.033 -0.71 0.45 0.30 0.064
C -1.565 -2.025 0.200 -1.72 -2.44 -0.83 -0.607
O -1.412 -0.818 0.530 1.55 2.91 0.60 -0.187
C -0.458 -2.978 -0.014 -0.14 -0.53 -0.95 -0.061
C -0.751 -4.343 -0.032 -0.62 -0.74 0.94 0.106
C 0.323 -5.221 -0.100 -1.99 -0.97 1.71 -0.086
C 1.580 -4.792 -0.283 2.36 -0.39 -0.75 0.051
C 1.851 -3.481 -0.450 -1.37 1.69 0.08 -0.059
C 0.807 -2.540 -0.311 1.28 0.78 0.70 -0.200
O 1.063 -1.207 -0.328 0.24 -0.86 -0.30 -0.338
N 3.248 -3.099 -0.432 -0.41 -1.16 -0.71 -0.354
O 3.568 -2.270 0.370 0.65 1.22 0.60 0.091
O 3.974 -3.754 -1.145 0.48 0.31 -0.10 0.124
N 0.177 -6.563 0.624 -0.31 0.69 -1.34 -0.341
O -0.954 -6.950 0.815 0.23 -0.13 0.13 0.091
O 1.204 -7.095 0.972 -0.17 -0.15 0.08 0.100
H -1.787 -4.728 0.191 1.40 0.64 -0.30 0.162
H 2.462 -5.412 -0.296 -0.23 -0.60 0.23 0.149
Se -3.439 -0.067 4.789 -0.21 0.33 0.37 0.057
Sb -4.837 0.746 2.836 0.46 0.59 0.99 0.742
Se 0.089 0.778 2.761 -0.03 0.55 2.51 0.339
Se -3.125 2.608 2.818 -0.16 0.38 0.29 0.018
Se -4.095 2.299 5.076 0.07 -1.45 -1.94 0.179
```
Forces are in eV/Å.

Calculated values
Net charge: +1
Relative energy (zero: lowest compared OMol25 entry of this formula, charge and spin), kcal/mol: 0.0
Total energy, Ha: -11510.2887
Spin multiplicity: 1
Orbital gap, Ha: 0.1764

=====

2.
C17H9Br4IN3O6Pd | the ωB97M-V functional and the def2-TZVPD basis

```
41
Properties=species:S:1:pos:R:3:forces:R:3:lowdin_charge:R:1
Pd 0.219 0.660 -0.306 0.85 1.56 0.33 1.068
Br 6.590 -1.119 2.259 0.11 0.02 0.04 0.865
C 5.011 -0.240 1.856 0.23 0.41 0.25 -0.712
C 4.846 1.181 2.309 0.29 -0.33 -0.02 -0.709
Br 6.252 1.984 3.204 0.13 0.00 0.09 0.866
C 3.722 1.884 2.081 -0.25 0.14 -0.03 -0.673
Br 3.439 3.632 2.672 -0.05 -0.02 -0.08 0.872
C 2.644 1.271 1.332 0.68 -0.47 0.14 -0.317
O 1.610 1.834 1.052 -1.06 0.13 -0.39 0.003
C 2.808 -0.193 0.870 0.87 0.41 0.63 -0.300
O 1.886 -0.710 0.283 -1.33 0.29 -0.95 0.035
C 4.049 -0.889 1.181 -0.46 -0.16 -0.22 -0.673
Br 4.183 -2.648 0.588 -0.09 0.00 -0.03 0.895
C -2.083 -1.408 2.195 0.01 -0.12 -0.03 0.011
C -1.630 -1.868 0.855 -0.06 -0.01 -0.26 -0.332
N -1.076 -1.116 -0.079 -0.51 -0.67 0.31 0.055
C -0.837 -1.923 -1.169 -0.08 0.27 0.22 -0.138
C -1.272 -3.184 -0.894 0.03 -0.06 -0.07 -0.061
N -1.762 -3.122 0.381 -0.13 -0.20 0.23 0.192
C -1.295 -4.503 -1.594 0.01 0.07 0.09 -0.476
O -0.873 -4.538 -2.837 0.13 0.27 -0.10 0.156
O -1.695 -5.461 -0.981 -0.01 -0.01 -0.09 0.121
C -0.185 -1.347 -2.372 0.02 0.26 -0.17 -0.558
O -0.065 -2.015 -3.390 0.00 -0.23 0.04 0.082
O 0.203 -0.118 -2.259 -0.20 0.00 0.03 -0.100
H -1.722 -0.398 2.366 0.00 0.03 0.01 0.075
H -1.707 -2.058 2.986 0.01 0.01 -0.02 0.090
H -3.172 -1.403 2.255 0.00 0.01 -0.01 0.092
H -2.147 -3.932 0.848 0.01 0.00 -0.02 0.181
H -0.561 -3.639 -3.155 -0.11 -0.15 0.12 0.091
I -4.771 2.202 -3.029 0.04 0.00 0.01 0.975
C -3.170 2.765 -1.835 -0.12 0.02 -0.04 -0.706
C -3.048 4.058 -1.350 0.02 0.05 0.03 -0.096
C -1.957 4.377 -0.555 -0.09 0.01 -0.03 -0.022
C -1.032 3.399 -0.261 0.26 -0.06 0.18 -0.088
N -1.166 2.155 -0.730 0.72 -1.27 -0.16 -0.044
C -2.203 1.833 -1.508 0.03 -0.11 -0.05 -0.168
H -3.791 4.807 -1.588 0.01 0.00 -0.01 0.113
H -1.826 5.376 -0.165 0.02 -0.03 0.01 0.124
H -0.168 3.596 0.358 0.03 -0.02 0.00 0.114
H -2.245 0.818 -1.875 0.04 -0.02 0.03 0.097
```
Forces are in eV/Å.

Calculated values
Net charge: +1
Relative energy (zero: lowest compared OMol25 entry of this formula, charge and spin), kcal/mol: 36.3
Total energy, Ha: -11990.3343
Spin multiplicity: 1
Orbital gap, Ha: 0.2138

=====

3.
C17H9BrCl5IOs | the ωB97M-V functional and the def2-TZVPD basis

```
34
Properties=species:S:1:pos:R:3:forces:R:3:lowdin_charge:R:1
Os 0.939 -0.120 -0.873 -0.14 0.41 -1.29 0.954
C -0.560 0.571 0.531 -0.02 -0.02 -0.07 -0.140
C -1.249 0.367 -0.709 0.19 0.09 0.20 -0.135
C -0.691 1.237 -1.683 -0.11 0.03 -0.02 -0.115
C 0.302 2.018 -1.039 0.07 0.09 -0.08 -0.176
C 0.412 1.605 0.328 -0.04 -0.08 0.10 -0.174
H -0.765 0.057 1.459 0.02 0.02 0.01 0.148
H -2.041 -0.340 -0.881 -0.03 -0.04 0.01 0.098
H -0.979 1.302 -2.721 -0.01 -0.01 0.00 0.140
H 0.911 2.772 -1.517 -0.05 0.00 -0.01 0.119
H 1.057 2.023 1.085 0.01 0.03 -0.01 0.140
Cl -1.736 -2.034 -2.753 -0.11 -0.03 -0.01 0.754
C -0.704 -2.760 -1.589 0.06 0.08 0.15 -0.705
C 0.185 -1.994 -0.832 -0.19 -0.64 0.18 -0.427
C 1.028 -2.666 0.027 0.01 -0.04 -0.02 -0.627
Cl 2.168 -1.501 0.712 0.10 -0.25 0.16 0.772
C 1.097 -4.024 0.217 -0.22 -0.15 -0.18 -0.701
Cl 2.237 -4.712 1.266 0.06 -0.01 0.07 0.803
C 0.176 -4.783 -0.528 0.05 0.33 0.03 -0.677
Cl 0.157 -6.462 -0.340 -0.01 -0.17 0.00 0.807
C -0.705 -4.151 -1.434 0.10 -0.16 0.17 -0.680
Cl -1.772 -5.112 -2.351 -0.01 0.04 -0.01 0.781
Br 1.541 -1.385 -3.687 -0.16 0.03 0.31 0.907
C 1.882 0.300 -4.467 -0.08 0.13 -0.15 -0.699
C 1.423 0.595 -5.737 -0.02 -0.04 -0.05 -0.079
C 1.664 1.859 -6.269 0.00 -0.05 0.04 -0.021
C 2.348 2.820 -5.539 0.02 -0.04 0.02 -0.030
C 2.808 2.528 -4.259 0.06 -0.02 -0.14 -0.115
C 2.568 1.265 -3.751 0.11 0.11 0.29 -0.674
I 3.285 0.774 -1.846 0.38 0.32 0.32 1.254
H 0.888 -0.155 -6.304 -0.01 0.03 -0.03 0.124
H 1.312 2.088 -7.266 0.00 -0.01 0.00 0.130
H 2.538 3.796 -5.964 -0.01 0.00 0.01 0.129
H 3.367 3.262 -3.693 -0.04 0.02 0.01 0.115
```
Forces are in eV/Å.

Calculated values
Net charge: +2
Relative energy (zero: lowest compared OMol25 entry of this formula, charge and spin), kcal/mol: 13.1
Total energy, Ha: -5915.9001
Spin multiplicity: 1
Orbital gap, Ha: 0.2309